DFT (the ωB97M-V functional and the def2-TZVPD basis) results for the molecule H3N3O3S in a non-equilibrium geometry.

- E_LUMO: -0.0129 Eh
- E_tot: -789.8648 Eh
- HOMO energy: -11.00 eV
- SMILES: NS(=O)(=O)/N=N/O
- 2S+1: 1
- Molecular weight: 125.109 g/mol

Positions of all 10 atoms, in Å:
N  0.18  -1.62  -0.37
S  1.15  -0.36  0.16
O  1.76  -0.81  1.34
O  1.90  0.07  -1.00
N  0.04  0.85  0.56
N  -1.08  0.79  0.00
O  -1.80  1.85  0.11
H  -0.80  -1.87  0.04
H  0.00  -1.53  -1.32
H  -1.34  2.63  0.50